[1]
{
  "formula": "C23H29N3O6S",
  "method": "the ωB97M-V functional and the def2-TZVPD basis",
  "species": ["C", "H", "H", "H", "C", "N", "C", "C", "C", "O", "C", "C", "C", "C", "C", "C", "H", "H", "S", "O", "O", "N", "C", "H", "H", "C", "H", "H", "C", "H", "H", "C", "H", "H", "H", "C", "O", "N", "C", "C", "H", "H", "C", "C", "C", "H", "H", "H", "H", "O", "C", "H", "H", "C", "H", "O", "H", "H", "H", "H", "H", "H"],
  "xyz": [[1.1091, 5.1340, -0.1773], [0.5724, 5.0782, -1.1213], [2.1161, 4.7552, -0.3323], [1.1694, 6.1749, 0.1282], [0.3784, 4.3201, 0.8874], [0.2651, 2.9258, 0.5008], [-0.8648, 2.5221, -0.1207], [-1.1083, 1.2661, -0.5752], [-0.0683, 0.2571, -0.5017], [-0.1502, -0.8702, -0.9733], [1.1514, 0.7175, 0.1877], [2.1902, -0.2001, 0.3620], [3.3599, 0.1778, 0.9687], [3.5294, 1.4810, 1.4149], [2.5168, 2.4008, 1.2671], [1.3047, 2.0380, 0.6565], [2.6758, 3.4037, 1.6268], [4.4644, 1.7448, 1.8827], [4.7022, -0.9934, 1.1394], [4.1583, -2.2527, 1.5657], [5.7299, -0.3878, 1.9390], [5.2227, -1.0565, -0.4539], [6.6567, -0.9749, -0.6785], [6.8402, -0.2805, -1.5059], [7.1346, -0.5987, 0.2238], [7.0691, -2.3951, -1.0586], [7.1360, -3.0089, -0.1597], [8.0178, -2.4306, -1.5898], [5.8856, -2.8386, -1.9177], [5.7711, -3.9196, -1.9531], [6.0058, -2.4660, -2.9358], [4.6833, -2.1588, -1.2446], [3.9693, -1.7673, -1.9742], [4.1630, -2.8431, -0.5709], [2.0436, -1.2109, 0.0151], [-2.3977, 1.0916, -1.3228], [-2.7234, 1.9407, -2.1418], [-3.1648, 0.0223, -1.0405], [-2.9154, -0.8847, 0.0662], [-4.0071, -1.9403, 0.1700], [-4.0181, -2.5800, -0.7115], [-3.8110, -2.5683, 1.0398], [-5.4016, -1.3097, 0.3151], [-5.5659, -0.1372, -0.6724], [-4.4456, -0.1044, -1.7044], [-4.4619, -1.0107, -2.3168], [-4.5534, 0.7636, -2.3584], [-6.5308, -0.2306, -1.1706], [-5.5585, 0.7864, -0.0915], [-6.3719, -2.3256, 0.0879], [-7.2401, -2.3815, 1.1972], [-8.1409, -1.7827, 1.0061], [-7.5156, -3.4215, 1.3720], [-6.4018, -1.7653, 2.3191], [-6.9865, -1.2392, 3.0726], [-5.6161, -0.8218, 1.6294], [-5.7687, -2.5243, 2.7989], [-1.9566, -1.3880, -0.0839], [-2.8765, -0.3162, 1.0047], [-1.6265, 3.2784, -0.2537], [-0.6318, 4.7145, 1.0173], [0.8877, 4.3909, 1.8506]],
  "largest_force_ev_per_a": 1.12,
  "homo_ev": -8.530,
  "smiles": "CCn1cc(C(=O)N2CCC3(CC2)OCCO3)c(=O)c2cc(S(=O)(=O)N3CCCC3)ccc21",
  "relative_energy_kj_mol": 145.5,
  "multiplicity": 1,
  "e_lumo_ev": 0.0,
  "orbital_gap_ev": 8.56
}

---

[2]
{
  "formula": "C13H19NSiTb",
  "method": "the ωB97M-V functional and the def2-TZVPD basis",
  "species": ["C", "C", "C", "C", "C", "Tb", "C", "C", "C", "N", "H", "H", "H", "H", "H", "H", "H", "H", "H", "H", "C", "Si", "C", "C", "C", "C", "H", "H", "H", "H", "H", "H", "H", "H", "H"],
  "xyz": [[-0.5263, 2.0263, -1.1712], [0.8815, 2.1351, -0.9806], [1.1171, 2.4352, 0.3811], [-0.1491, 2.5252, 1.0381], [-1.1586, 2.2492, 0.0699], [0.0340, 0.0322, 0.2066], [1.7430, -1.0373, -1.2164], [0.5767, -0.9722, -2.1706], [0.5383, -0.9452, -3.5252], [-0.6752, -0.6778, -1.8093], [2.1020, 2.6705, 0.7998], [1.6524, 2.0773, -1.7690], [-0.2652, 2.8315, 2.0849], [-2.2299, 2.2795, 0.2172], [-0.9719, 1.8946, -2.1627], [2.4815, -0.2047, -1.2303], [-1.3733, -1.0581, -2.5876], [2.0339, -1.9592, -0.6807], [1.2559, -0.7702, -4.3056], [-0.4694, -1.0839, -3.7464], [-0.2180, -4.1274, 5.1967], [-1.5186, -2.9618, 4.5344], [-3.0073, -3.8685, 3.8620], [-1.9925, -1.7070, 5.8532], [-0.8299, -2.0610, 3.0788], [-0.4669, -1.2665, 2.2164], [-0.5726, -4.6733, 6.0879], [0.7010, -3.5726, 5.4741], [0.0659, -4.8693, 4.4246], [-3.4678, -4.5275, 4.6282], [-3.7690, -3.1519, 3.5180], [-2.7063, -4.4906, 3.0048], [-1.1413, -1.0362, 6.0718], [-2.8244, -1.0672, 5.5053], [-2.3042, -2.1703, 6.8067]],
  "largest_force_ev_per_a": 6.56,
  "homo_ev": [-2.532, -2.553],
  "charge": -1,
  "multiplicity": 7,
  "e_lumo_ev": [2.8, 2.8],
  "orbital_gap_ev": [5.35, 5.37]
}

---

[3]
{
  "formula": "C5H10N2",
  "method": "the ωB97M-V functional and the def2-TZVPD basis",
  "species": ["C", "C", "C", "C", "C", "N", "N", "H", "H", "H", "H", "H", "H", "H", "H", "H", "H"],
  "xyz": [[1.3527, 0.7625, 1.8831], [0.1665, 0.8457, 1.1303], [2.3470, 0.1820, 1.2019], [-2.0306, 0.2629, -0.6242], [-0.3333, -1.1433, -1.7439], [0.3359, 0.1501, 0.0378], [-0.5843, 0.0980, -0.9305], [1.5792, 1.0334, 2.8994], [-0.7681, 1.2905, 1.4725], [2.4899, -0.2895, 0.2532], [3.1632, 0.0819, 1.8396], [-2.0070, 1.3256, -0.3068], [-2.4370, 0.1638, -1.6198], [-2.4108, -0.5269, 0.1638], [-0.4891, -0.8979, -2.7684], [0.6123, -1.5284, -1.5058], [-0.9866, -1.8104, -1.3822]],
  "largest_force_ev_per_a": 4.06,
  "homo_ev": -7.528,
  "smiles": "C=C/C=N/N(C)C",
  "relative_energy_kj_mol": 385.2,
  "multiplicity": 1,
  "e_lumo_ev": 0.8,
  "orbital_gap_ev": 8.33
}

---

[4]
{
  "formula": "C9H14FO2",
  "method": "the ωB97M-V functional and the def2-TZVPD basis",
  "species": ["C", "C", "C", "C", "C", "C", "C", "C", "C", "O", "O", "F", "H", "H", "H", "H", "H", "H", "H", "H", "H", "H", "H", "H", "H", "H"],
  "xyz": [[0.6188, 2.4469, -0.9433], [1.2172, 1.3586, 0.0003], [2.3350, -0.9690, 0.4630], [1.2731, 1.7057, 1.4707], [-2.3754, -0.6609, -1.4239], [-1.6182, -0.4576, 0.9514], [-0.9610, -2.4361, -0.3724], [1.7128, 0.2074, -0.4679], [-1.7582, -1.1559, -0.3567], [1.4894, -1.3365, 1.2842], [3.4823, -1.3436, 0.2729], [1.7914, -0.0633, -1.8564], [1.2643, 3.2568, -1.0815], [-0.4249, 2.5638, -0.4925], [0.3137, 1.8662, 1.7577], [1.5290, 0.8675, 1.9660], [1.8485, 2.4846, 1.7910], [-2.2037, -1.0998, -2.3870], [-2.9482, 0.1564, -1.4875], [0.5847, 2.0774, -2.0075], [-1.8090, 0.5307, 1.0010], [-2.2334, -0.9916, 1.6970], [-0.6070, -0.4581, 1.1154], [-1.6498, -3.2583, 0.2480], [-0.0019, -2.4110, 0.2754], [-0.8696, -2.8800, -1.4174]],
  "largest_force_ev_per_a": 3.79,
  "homo_ev": -4.614,
  "relative_energy_kj_mol": 113.5,
  "charge": -1,
  "multiplicity": 1,
  "e_lumo_ev": 3.6,
  "orbital_gap_ev": 8.19
}

---

[5]
{
  "formula": "C7H12O",
  "method": "the ωB97M-V functional and the def2-TZVPD basis",
  "species": ["C", "C", "C", "C", "C", "C", "C", "O", "H", "H", "H", "H", "H", "H", "H", "H", "H", "H", "H", "H"],
  "xyz": [[1.7155, -0.1159, -0.1422], [0.2493, -0.7809, -2.0884], [-0.8272, -0.8982, 1.9272], [-0.5557, 0.9584, -0.4928], [0.3666, -0.0032, -0.7974], [-0.7020, 1.4308, 0.8515], [-0.5052, 0.5610, 1.8727], [-1.5003, 1.4269, -1.3762], [-1.2538, 1.1764, -2.2736], [-0.8320, 2.4937, 1.0139], [-0.3196, 0.9872, 2.8565], [2.5038, 0.0998, -0.8687], [1.8218, 0.5785, 0.6860], [0.6340, -0.2111, -2.9402], [0.8353, -1.6974, -2.0275], [1.8862, -1.1315, 0.2206], [-0.7826, -1.0607, -2.3062], [0.0434, -1.4729, 2.2502], [-1.6078, -1.0746, 2.6708], [-1.1695, -1.2665, 0.9638]],
  "largest_force_ev_per_a": 1.61,
  "homo_ev": -7.835,
  "smiles": "C/C=C\\C(O)=C(C)C",
  "relative_energy_kj_mol": 119.6,
  "multiplicity": 1,
  "e_lumo_ev": 0.8,
  "orbital_gap_ev": 8.67
}

---

[6]
{
  "formula": "C5H14N2O",
  "method": "the ωB97M-V functional and the def2-TZVPD basis",
  "species": ["C", "C", "C", "C", "C", "N", "N", "O", "H", "H", "H", "H", "H", "H", "H", "H", "H", "H", "H", "H", "H", "H"],
  "xyz": [[-1.2889, 0.3747, 0.3631], [1.2159, 0.3984, 0.8367], [-0.2187, 0.4615, 1.4138], [-1.9557, -0.7502, 0.0874], [1.6644, -1.0519, 0.6324], [-1.5515, 1.5813, -0.2508], [1.2930, 1.1968, -0.3830], [-0.1377, -0.9482, -2.3058], [-0.6136, -1.3143, -3.0528], [1.8831, 0.8670, 1.5715], [-0.7409, 2.1812, -0.3171], [-2.0898, 1.5286, -1.1024], [2.2638, 1.3772, -0.6146], [0.9059, 0.6585, -1.1557], [-0.3409, 1.4183, 1.9253], [-0.3396, -0.3390, 2.1428], [-2.7528, -0.7685, -0.6371], [-1.7954, -1.6499, 0.6521], [-0.7375, -0.9954, -1.5433], [2.6726, -1.0772, 0.2196], [1.6665, -1.5893, 1.5798], [0.9979, -1.5595, -0.0616]],
  "largest_force_ev_per_a": 0.35,
  "homo_ev": -8.270,
  "smiles": "C=C(N)C[C@@H](C)N.O",
  "relative_energy_kj_mol": 120.0,
  "multiplicity": 1,
  "e_lumo_ev": 0.9,
  "orbital_gap_ev": 9.16
}

---

[7]
{
  "formula": "C3H7O2",
  "method": "the ωB97M-V functional and the def2-TZVPD basis",
  "species": ["C", "O", "H", "H", "H", "C", "C", "O", "H", "H", "H", "H"],
  "xyz": [[-1.8621, 0.0549, 0.2750], [-3.0003, 0.2124, 0.6624], [-1.3295, 0.8067, -0.3303], [-1.3588, -0.9049, 0.3712], [-0.9159, -0.9626, -3.8026], [2.3928, 0.7231, 0.6235], [1.8299, -0.0589, -0.3607], [0.7756, -0.7742, -0.2726], [2.8286, 1.6799, 0.3505], [2.1230, 0.5943, 1.6644], [2.1979, 0.1354, -1.3980], [-0.3270, -0.9472, -3.3688]],
  "largest_force_ev_per_a": 1.91,
  "homo_ev": -2.407,
  "relative_energy_kj_mol": 326.5,
  "charge": -1,
  "multiplicity": 1,
  "e_lumo_ev": 4.0,
  "orbital_gap_ev": 6.45
}

---

Repeat the first record exactly.
{
  "formula": "C23H29N3O6S",
  "method": "the ωB97M-V functional and the def2-TZVPD basis",
  "species": ["C", "H", "H", "H", "C", "N", "C", "C", "C", "O", "C", "C", "C", "C", "C", "C", "H", "H", "S", "O", "O", "N", "C", "H", "H", "C", "H", "H", "C", "H", "H", "C", "H", "H", "H", "C", "O", "N", "C", "C", "H", "H", "C", "C", "C", "H", "H", "H", "H", "O", "C", "H", "H", "C", "H", "O", "H", "H", "H", "H", "H", "H"],
  "xyz": [[1.1091, 5.1340, -0.1773], [0.5724, 5.0782, -1.1213], [2.1161, 4.7552, -0.3323], [1.1694, 6.1749, 0.1282], [0.3784, 4.3201, 0.8874], [0.2651, 2.9258, 0.5008], [-0.8648, 2.5221, -0.1207], [-1.1083, 1.2661, -0.5752], [-0.0683, 0.2571, -0.5017], [-0.1502, -0.8702, -0.9733], [1.1514, 0.7175, 0.1877], [2.1902, -0.2001, 0.3620], [3.3599, 0.1778, 0.9687], [3.5294, 1.4810, 1.4149], [2.5168, 2.4008, 1.2671], [1.3047, 2.0380, 0.6565], [2.6758, 3.4037, 1.6268], [4.4644, 1.7448, 1.8827], [4.7022, -0.9934, 1.1394], [4.1583, -2.2527, 1.5657], [5.7299, -0.3878, 1.9390], [5.2227, -1.0565, -0.4539], [6.6567, -0.9749, -0.6785], [6.8402, -0.2805, -1.5059], [7.1346, -0.5987, 0.2238], [7.0691, -2.3951, -1.0586], [7.1360, -3.0089, -0.1597], [8.0178, -2.4306, -1.5898], [5.8856, -2.8386, -1.9177], [5.7711, -3.9196, -1.9531], [6.0058, -2.4660, -2.9358], [4.6833, -2.1588, -1.2446], [3.9693, -1.7673, -1.9742], [4.1630, -2.8431, -0.5709], [2.0436, -1.2109, 0.0151], [-2.3977, 1.0916, -1.3228], [-2.7234, 1.9407, -2.1418], [-3.1648, 0.0223, -1.0405], [-2.9154, -0.8847, 0.0662], [-4.0071, -1.9403, 0.1700], [-4.0181, -2.5800, -0.7115], [-3.8110, -2.5683, 1.0398], [-5.4016, -1.3097, 0.3151], [-5.5659, -0.1372, -0.6724], [-4.4456, -0.1044, -1.7044], [-4.4619, -1.0107, -2.3168], [-4.5534, 0.7636, -2.3584], [-6.5308, -0.2306, -1.1706], [-5.5585, 0.7864, -0.0915], [-6.3719, -2.3256, 0.0879], [-7.2401, -2.3815, 1.1972], [-8.1409, -1.7827, 1.0061], [-7.5156, -3.4215, 1.3720], [-6.4018, -1.7653, 2.3191], [-6.9865, -1.2392, 3.0726], [-5.6161, -0.8218, 1.6294], [-5.7687, -2.5243, 2.7989], [-1.9566, -1.3880, -0.0839], [-2.8765, -0.3162, 1.0047], [-1.6265, 3.2784, -0.2537], [-0.6318, 4.7145, 1.0173], [0.8877, 4.3909, 1.8506]],
  "largest_force_ev_per_a": 1.12,
  "homo_ev": -8.530,
  "smiles": "CCn1cc(C(=O)N2CCC3(CC2)OCCO3)c(=O)c2cc(S(=O)(=O)N3CCCC3)ccc21",
  "relative_energy_kj_mol": 145.5,
  "multiplicity": 1,
  "e_lumo_ev": 0.0,
  "orbital_gap_ev": 8.56
}

---

Question: Number 6 is which compound?
Answer: C5H14N2O